[1]
A cluster of 2 separate species, CH3Br3P in total in a non-equilibrium geometry, computed with the ωB97M-V functional and the def2-TZVPD basis.

Geometry (Å):
C -0.6903 1.1043 -0.8019
P 0.5695 -0.7742 0.4917
Br 1.1478 0.2003 2.2990
Br -0.9434 -2.3228 1.0199
Br 2.2623 -1.8319 -0.4014
H 0.1898 1.4729 -1.3403
H -1.0335 1.6959 0.0138
H -1.5022 0.4556 -1.2809

Calculated values
spin multiplicity	1
energy relative to the best compared isomer or geometry (same formula, charge and spin)	181.08	kJ/mol
net charge	+1
frontier orbital gap	8.12	eV

[2]
The ion C7H11N2 with charge +1 in a non-equilibrium geometry, computed with the ωB97M-V functional and the def2-TZVPD basis.

Geometry (Å):
C -2.4739 0.5267 1.8913
C -1.8988 -0.0262 0.9226
N -1.5555 -0.4679 -0.1910
C -1.5631 0.1043 -1.4961
C -0.9424 -1.2100 -1.2292
C 0.6232 -1.1731 -0.9773
N 0.9009 0.0714 -0.3919
C 2.0193 0.1718 0.2240
C 2.4475 1.3569 1.0320
H -3.5330 0.3352 2.1564
H -1.7603 0.9905 2.5868
H -2.5216 0.1924 -2.0023
H -0.8611 0.7239 -1.9126
H -1.4328 -2.1890 -1.4679
H 0.9489 -2.0542 -0.3995
H 1.1547 -1.4864 -1.9650
H 2.7592 -0.6579 0.0708
H 3.2059 1.1308 1.7094
H 1.5014 1.8604 1.2751
H 2.9816 1.8006 0.1645

Calculated values
spin multiplicity	1
energy relative to the best compared isomer or geometry (same formula, charge and spin)	547.79	kJ/mol
net charge	+1
frontier orbital gap	9.74	eV

[3]
A structure of composition C3H8N2OS in a non-equilibrium geometry, computed with the ωB97M-V functional and the def2-TZVPD basis.

Geometry (Å):
C -1.9124 -0.6553 -0.7133
C -1.0198 -0.4047 0.5893
C 0.3648 0.0236 0.3332
H -2.8590 -1.4675 -0.4635
H -2.2058 0.4270 -0.9641
H -0.9419 -1.2161 -1.3209
H -1.2906 0.1888 1.3580
H -0.9180 -1.2605 1.2951
H -0.1378 2.0061 0.8117
H 1.7083 2.4016 -0.9017
H 3.0528 -1.9725 -0.0198
N 0.3310 1.3877 -0.2094
N 1.2679 -0.7484 0.3764
O 1.6157 2.0181 0.0206
S 2.9448 -0.7280 -0.1916

Calculated values
spin multiplicity	1
energy relative to the best compared isomer or geometry (same formula, charge and spin)	645.59	kJ/mol
frontier orbital gap	9.56	eV

[4]
The molecule C4H5NOS2 in a non-equilibrium geometry, computed with the ωB97M-V functional and the def2-TZVPD basis.

Geometry (Å):
C -0.4632 1.2597 0.6997
C 0.6697 1.9479 1.1123
C 1.8421 -0.0174 -0.2238
C -0.3734 0.2778 -0.2797
N -0.6925 -2.5662 -0.0978
O -2.6312 -0.8988 -0.4060
S 2.1326 1.3146 0.6068
S -1.2238 -1.1950 -0.5878
H -1.4699 1.6440 0.7370
H 0.5998 2.8678 1.5031
H 2.3031 -0.8344 -0.8798
H 0.3138 -2.5840 -0.2223
H -1.0070 -1.2162 -1.9616

Calculated values
<S²>	2.032
spin multiplicity	3
energy relative to the best compared isomer or geometry (same formula, charge and spin)	551.67	kJ/mol
frontier orbital gap (alpha / beta)	6.56 / 7.01	eV

[5]
A cluster of 14 separate species, C8H38O13 in total in a non-equilibrium geometry, computed with the ωB97M-V functional and the def2-TZVPD basis.

Geometry (Å):
C 1.7600 -1.1831 -0.7641
C 1.3302 -0.0501 0.0973
C 2.2049 0.8913 0.4354
C -0.3389 -0.2979 1.9317
C 0.0317 0.0543 0.6955
C -0.9839 0.7074 -0.1247
C -2.0040 0.0342 -0.5657
C -3.1110 0.7190 -1.3463
H 2.3080 -1.8876 0.0530
H 2.6120 -1.0054 -1.5800
H 0.9119 -1.6616 -1.2707
H 3.0483 1.0553 -0.1304
H 1.9571 1.5195 1.4061
H -1.3791 -0.2588 2.2553
H 0.2514 -0.7340 2.6967
H -0.7853 1.8404 -0.4222
H -2.2881 -1.0535 -0.2835
H -4.1668 0.3230 -1.0542
H -2.9971 0.4491 -2.3634
H -3.1822 1.8179 -1.1451
H 2.0569 -0.1669 3.5687
H 3.4756 -0.1719 3.2131
O 2.7459 -0.7809 3.5275
H -0.8701 1.2411 -3.8102
H -0.5517 0.7844 -2.4413
O -0.5266 1.6020 -2.9606
H 1.1065 4.4269 -1.8504
H 0.0863 3.5135 -2.4261
O 0.1366 4.2414 -1.7829
H 1.7057 2.1367 3.9541
H 0.7689 1.7901 2.6976
O 1.3241 1.4210 3.4024
H 0.2575 3.4838 0.6522
H -0.7970 2.8010 1.4319
O 0.1085 3.0562 1.4738
H -3.2131 -1.0761 1.8563
H -3.2070 -2.6102 2.0564
O -3.8425 -1.8971 2.0165
H -1.6087 -3.6474 1.4824
H -1.1605 -2.2890 1.8713
O -1.5455 -3.0510 2.2172
H 2.0188 2.2499 -2.9235
H 1.2075 1.2307 -2.3683
O 2.1406 1.3643 -2.5646
H -0.6794 -1.8277 -1.7744
H -0.4387 -1.6913 -3.2256
O -0.9150 -1.3039 -2.5026
H -3.2018 1.8093 0.9412
H -2.6531 3.3088 0.5195
O -2.5132 2.5062 1.1453
H 2.3961 -1.9635 -3.6766
H 2.0252 -0.4488 -3.5145
O 1.8573 -1.2661 -4.1183
H 1.9949 -2.1973 1.8587
H 2.4190 -3.7020 2.1220
O 1.9457 -3.1655 1.5127
H 0.7193 -3.1063 0.2097
H 0.1111 -4.4120 -0.1036
O -0.0637 -3.4717 -0.2075

Calculated values
spin multiplicity	1
energy relative to the best compared isomer or geometry (same formula, charge and spin)	495.07	kJ/mol
frontier orbital gap	9.13	eV

[6]
A cluster of 2 separate species, C3H10N2O2 in total in a non-equilibrium geometry, computed with the ωB97M-V functional and the def2-TZVPD basis.

Geometry (Å):
N 1.9482 0.8939 -0.8997
C 1.6891 -0.3943 -0.2807
C 0.4161 -0.3138 0.5910
C -0.8104 -0.2317 -0.3416
N -1.4792 -1.3912 -0.5706
O -1.0748 0.7775 -0.9739
H 1.2082 1.0736 -1.5743
H 2.6706 0.7911 -1.6199
H 2.5200 -0.7567 0.3251
H 1.4570 -1.2048 -0.9982
H 0.1293 -1.0707 1.3342
H 0.5256 0.5815 1.2039
H -2.4196 -1.2787 -0.9221
H -1.2704 -2.2948 -0.1742
O -2.0493 1.8282 1.8339
H -1.4790 2.1254 1.1430
H -1.9814 0.8656 1.9241

Calculated values
spin multiplicity	1
energy relative to the best compared isomer or geometry (same formula, charge and spin)	101.14	kJ/mol
frontier orbital gap	10.47	eV

[7]
A cluster of 2 separate species, C3H2NO4 in total in a non-equilibrium geometry, computed with the ωB97M-V functional and the def2-TZVPD basis.

Geometry (Å):
C -0.5076 -0.8791 1.0872
C -0.2498 0.0604 0.2334
C 0.6446 -0.6160 -1.5966
N -0.2072 1.4181 0.3060
O 1.6990 -0.1734 -1.3847
O -0.1100 -1.3221 -2.0990
O -1.1458 2.1497 -0.1231
O 0.8512 1.9412 0.6946
H -0.7893 -0.6496 2.1668
H -0.1851 -1.9293 0.7155

Calculated values
spin multiplicity	1
energy relative to the best compared isomer or geometry (same formula, charge and spin)	453.75	kJ/mol
net charge	-1
frontier orbital gap	8.04	eV

[8]
A cluster of 10 separate species, C58H134O29S in total in a non-equilibrium geometry, computed with the ωB97M-V functional and the def2-TZVPD basis.

Geometry (Å):
O -1.9724 4.5056 1.8678
S -2.7305 4.1428 3.0802
O -3.5362 5.0572 3.8545
C -3.6781 2.6585 2.8291
C -3.8806 2.1615 4.2514
C -2.4169 2.1237 4.7348
C -1.6319 3.3510 4.2513
H -3.0143 2.0082 2.2320
H -4.5824 2.9454 2.2258
H -4.5169 2.8130 4.9318
H -4.2618 1.1349 4.2799
H -1.9672 1.2392 4.2727
H -2.3591 2.0737 5.7976
H -0.6946 3.0282 3.7357
H -1.3895 3.9193 5.1263
C 2.5669 -0.8115 -5.7602
O 2.0475 -1.8145 -4.8476
C 2.4954 -3.0668 -5.3269
C 2.0947 -4.1948 -4.4533
O 2.9367 -4.2143 -3.3125
C 3.0017 -5.4871 -2.6322
C 1.7111 -6.0924 -2.1818
O 0.9497 -6.6090 -3.2097
C -0.4372 -6.4919 -2.9147
H 3.6278 -0.8420 -5.7412
H 2.2509 0.1781 -5.4170
H 2.1806 -0.9155 -6.7869
H 3.6092 -2.9771 -5.4663
H 1.9723 -3.1928 -6.3023
H 2.2370 -5.1618 -4.9801
H 1.0532 -4.0525 -4.1322
H 3.6128 -5.3009 -1.6950
H 3.5601 -6.2102 -3.2262
H 1.2074 -5.2183 -1.6506
H 1.8997 -6.8920 -1.4614
H -0.9920 -7.1689 -3.5366
H -0.7911 -5.4422 -3.0952
H -0.5962 -6.7967 -1.8598
C -1.0167 -2.5176 -1.7196
O -0.8989 -2.0092 -0.4200
C -1.9022 -1.1224 -0.0557
C -1.4050 -0.6611 1.2920
O -0.0649 -0.1911 1.4048
C 0.2403 1.0969 0.8275
C 1.5298 1.5559 1.4079
O 1.1911 2.0213 2.7106
C 2.2738 2.6314 3.2761
H -1.0673 -1.8149 -2.5870
H -2.0164 -3.0776 -1.8743
H -0.1372 -3.1824 -1.8991
H -2.8514 -1.6916 0.0098
H -1.9645 -0.3596 -0.7830
H -1.4637 -1.5557 1.9360
H -2.0583 0.1278 1.6859
H -0.6376 1.7930 0.9159
H 0.2875 0.9469 -0.2274
H 1.9312 2.4362 0.8548
H 2.1990 0.6988 1.5016
H 3.2023 1.9889 3.3269
H 2.0152 2.8743 4.2550
H 2.5897 3.5592 2.7001
C -3.2150 -4.5123 1.5819
O -4.1575 -4.1089 0.6318
C -5.2198 -5.0210 0.3626
C -6.3099 -4.3866 -0.4647
O -7.0871 -3.4452 0.3076
C -7.8811 -2.6271 -0.5390
C -8.9536 -3.4863 -1.2470
O -9.8082 -4.1403 -0.3403
C -10.9064 -4.7470 -0.9327
H -2.5239 -5.2894 1.2169
H -3.7150 -4.7470 2.5165
H -2.6791 -3.5349 1.7362
H -5.5446 -5.4362 1.3453
H -4.7955 -5.8040 -0.2478
H -6.9392 -5.1379 -0.9147
H -5.8958 -3.7999 -1.2564
H -7.2519 -2.1501 -1.3560
H -8.3985 -1.8777 0.0690
H -8.5155 -4.2158 -1.9118
H -9.5258 -2.7041 -1.8547
H -11.6207 -4.0319 -1.2065
H -11.3612 -5.4105 -0.2040
H -10.6625 -5.3475 -1.8460
C 6.2910 -4.5128 -1.1073
O 5.7640 -5.2531 -0.0140
C 5.6446 -4.3783 1.1521
C 4.2292 -3.9125 1.3406
O 3.9242 -2.8964 0.4208
C 2.5962 -2.4858 0.3438
C 2.3766 -1.7274 -0.9780
O 3.1019 -0.5000 -1.0141
C 4.4788 -0.5858 -1.5119
H 6.3171 -5.2295 -1.9868
H 7.3228 -4.2477 -0.9581
H 5.7233 -3.6239 -1.2797
H 6.3823 -3.5930 1.1098
H 5.8974 -4.9463 2.0038
H 4.1095 -3.5499 2.4061
H 3.5064 -4.7687 1.1857
H 2.1845 -1.8691 1.1518
H 1.8279 -3.3168 0.1974
H 1.3300 -1.4810 -0.9167
H 2.5886 -2.3494 -1.8900
H 4.9688 -1.4070 -0.9561
H 5.0051 0.3286 -1.3177
H 4.4888 -0.7759 -2.6408
C 4.2554 4.0025 0.0936
O 2.9029 4.5500 0.0421
C 2.9318 5.7836 0.7395
C 1.5562 6.3140 0.9523
O 1.0058 6.5492 -0.2785
C -0.4036 6.9385 -0.1728
C -0.7273 7.6047 -1.5278
O -2.0422 8.1943 -1.6441
C -3.0989 7.2745 -1.8616
H 4.7615 4.0254 1.0840
H 4.9172 4.5655 -0.5734
H 4.1990 2.9490 -0.1619
H 3.5506 6.4514 0.1224
H 3.4836 5.7438 1.7270
H 1.5140 7.2740 1.5952
H 0.9499 5.6586 1.6289
H -0.5275 7.7220 0.5548
H -0.9142 6.0288 -0.0155
H -0.5367 6.8765 -2.3196
H -0.0204 8.4168 -1.5921
H -2.8865 6.5829 -2.7465
H -3.9736 7.8528 -2.1055
H -3.2595 6.6257 -0.9629
C 1.3731 1.2587 8.9543
O 1.4824 1.2293 7.6016
C 0.3147 1.3059 6.8294
C 0.6541 0.4763 5.5585
O 0.1197 -0.8406 5.7063
C 0.6784 -1.7913 4.8059
C -0.1631 -3.1013 4.7605
O 0.5654 -4.1547 4.2231
C 0.4338 -4.4439 2.8172
H 0.9431 0.3215 9.3814
H 0.7995 2.1013 9.2470
H 2.3660 1.4023 9.3237
H 0.1893 2.3330 6.5645
H -0.5836 0.9903 7.2786
H 1.7829 0.4038 5.3512
H 0.1260 0.9202 4.6452
H 1.6822 -2.0778 5.2123
H 0.7636 -1.4061 3.7674
H -1.0305 -2.9623 4.1209
H -0.3326 -3.4024 5.7846
H -0.4341 -3.8623 2.4557
H 0.4003 -5.5478 2.6407
H 1.2959 -3.8745 2.3014
C -5.1164 4.1500 -1.9988
O -4.4373 3.6327 -0.8544
C -3.4162 2.7294 -1.0329
C -2.0253 3.4292 -1.3110
O -1.1376 2.3678 -1.7045
C 0.1037 2.8691 -2.2716
C 0.9142 1.6981 -2.8207
O 0.5737 1.5575 -4.2074
C -0.3942 0.4789 -4.3902
H -5.5227 3.4129 -2.7023
H -4.3848 4.6351 -2.6026
H -5.9058 4.9338 -1.7387
H -3.5665 2.1474 -1.9316
H -3.2958 2.0769 -0.1822
H -1.7285 3.9853 -0.4265
H -2.1860 4.2134 -2.0739
H 0.5403 3.4105 -1.4073
H -0.0984 3.5423 -3.0806
H 0.6387 0.8100 -2.2011
H 1.9838 1.8893 -2.8011
H -1.2793 0.5640 -3.7097
H 0.0321 -0.4462 -4.1270
H -0.6731 0.5205 -5.3956
C -5.7036 0.1345 -1.9546
O -4.6581 -0.1231 -2.8043
C -4.3243 -1.4964 -2.9591
C -5.1126 -2.1065 -4.1403
O -4.6456 -1.4990 -5.3285
C -3.6854 -2.3187 -6.0245
C -2.9964 -1.4908 -7.0900
O -3.6814 -1.2704 -8.2903
C -4.1196 0.0707 -8.3664
H -5.6527 -0.3702 -1.0484
H -6.6544 -0.0657 -2.4367
H -5.7136 1.1943 -1.7010
H -4.5277 -2.0388 -2.0468
H -3.2355 -1.4532 -3.1408
H -6.2209 -1.8901 -4.0041
H -5.1327 -3.1378 -4.3436
H -4.1071 -3.2212 -6.4595
H -2.9119 -2.6351 -5.2984
H -2.0417 -1.9883 -7.3642
H -2.6531 -0.5717 -6.6063
H -4.6458 0.1882 -9.3155
H -3.3138 0.8878 -8.3773
H -4.7691 0.4329 -7.6032
C 5.0276 -0.4062 2.0672
O 5.9327 0.6134 2.3894
C 6.0792 0.8360 3.7784
C 7.4106 1.5095 4.0936
O 7.4253 2.8613 3.5922
C 8.5126 3.5920 3.9704
C 8.2840 5.0880 3.7119
O 8.4136 5.4996 2.3525
C 9.7425 5.6438 1.9744
H 4.0990 -0.2244 2.6502
H 5.4564 -1.3514 2.3108
H 4.8480 -0.3114 0.9730
H 6.1961 -0.1003 4.3191
H 5.1781 1.3546 4.1680
H 8.0888 0.9252 3.4551
H 7.7420 1.5920 5.1321
H 9.4929 3.2012 3.5307
H 8.6256 3.4407 5.0338
H 9.0853 5.6241 4.3397
H 7.2458 5.4083 4.0704
H 9.7364 6.1946 0.9460
H 10.3455 4.7026 1.9492
H 10.2236 6.3143 2.7518

Calculated values
spin multiplicity	1
frontier orbital gap	9.53	eV

[9]
The ion C3H3N2O with charge +1 in a non-equilibrium geometry, computed with the ωB97M-V functional and the def2-TZVPD basis.

Geometry (Å):
C 1.9662 1.2094 0.2043
C -1.7659 -0.2182 0.0969
C -0.6090 -0.9758 -0.1460
N 1.0203 0.6390 -0.2194
N 0.1051 0.0965 -0.8072
O -2.5751 0.5752 0.1918
H 2.7741 1.7989 0.5499
H 0.0276 -1.3512 0.8601
H -0.9433 -1.7739 -0.7303

Calculated values
spin multiplicity	1
energy relative to the best compared isomer or geometry (same formula, charge and spin)	400.14	kJ/mol
net charge	+1
frontier orbital gap (alpha / beta)	8.79 / 8.79	eV

[10]
A structure of composition C17H26CrN4OS6Se in a non-equilibrium geometry, computed with the ωB97M-V functional and the def2-TZVPD basis.

Geometry (Å):
Cr 0.0947 0.0956 -0.2154
C -3.9151 2.6568 2.5061
S -2.5066 1.7585 3.1901
C -1.9045 0.9440 1.8141
S -0.3967 0.0793 2.0500
N -2.5472 0.8594 0.6824
N -1.8550 0.1108 -0.1944
C -2.4569 -0.7346 -0.9571
C -1.5891 -1.7589 -1.4945
C -2.0088 -2.7684 -2.3538
C -1.1238 -3.7740 -2.6937
C 0.1608 -3.7442 -2.1634
C 0.5196 -2.6992 -1.3346
N -0.3244 -1.7216 -1.0011
H -4.5030 2.9943 3.3558
H -4.4977 1.9910 1.8759
H -3.5407 3.5068 1.9430
H -3.5364 -0.7503 -1.0456
H -3.0274 -2.7598 -2.7174
H -1.4221 -4.5820 -3.3476
H 0.8678 -4.5309 -2.3833
H 1.5114 -2.6424 -0.9051
C 3.8865 1.8378 -0.7504
C 4.0053 0.3340 -0.4926
S 2.5808 -0.4772 0.3415
C 3.0689 -0.3826 2.1094
C 3.6070 0.9409 2.6308
S 2.4165 2.3205 2.5920
C 3.5287 3.7556 2.4392
C 3.9717 4.0801 1.0173
S 5.0643 2.8512 0.2240
H 2.8943 2.1917 -0.4919
H 4.0750 2.0599 -1.8007
H 4.8803 0.0957 0.1116
H 4.0863 -0.2114 -1.4320
H 3.8527 -1.1325 2.2185
H 2.1891 -0.7167 2.6574
H 4.4719 1.2542 2.0555
H 3.9086 0.7890 3.6686
H 4.3701 3.6215 3.1184
H 2.9111 4.5812 2.7980
H 4.5426 5.0097 1.0197
H 3.1048 4.2205 0.3733
Se 0.1674 2.5345 -0.6329
C -0.5118 3.6168 0.6457
N -0.9586 4.3569 1.4098
C 0.1926 1.9470 -4.1401
S 1.4254 0.7608 -3.5612
C 0.9847 -0.5964 -4.6708
O 0.9324 0.3032 -2.2116
H 0.2712 2.0436 -5.2219
H 0.4017 2.9011 -3.6616
H -0.7932 1.5914 -3.8449
H 1.1401 -0.2798 -5.7011
H -0.0549 -0.8735 -4.4995
H 1.6394 -1.4357 -4.4439

Calculated values
<S²>	3.836
spin multiplicity	4
net charge	+1
frontier orbital gap (alpha / beta)	6.35 / 5.99	eV